Record 1
Molecular formula: C20H41N2P3RhS
Method: DFT, ωB97M-V with the def2-TZVPD basis set

Geometry (Å):
C1 2.044 -0.313 4.197
P1 -1.538 1.692 0.580
C2 1.588 2.660 -1.603
H1 2.091 3.644 -1.407
C3 1.795 -0.777 2.937
H2 2.982 3.488 0.585
H3 1.513 3.466 1.565
H4 4.007 1.295 -0.829
C4 -3.463 -1.430 0.940
C5 -1.640 -3.292 2.031
C6 0.632 1.060 3.182
H5 -0.215 3.701 -0.068
H6 2.142 2.131 -2.405
C7 0.095 -0.666 -5.200
H7 -2.958 -1.730 3.855
H8 -0.001 1.943 3.061
C8 -2.090 -1.139 3.522
H9 -3.266 0.866 -0.981
H10 -0.734 -0.239 -1.617
H11 2.167 -2.130 -7.496
H12 2.695 -0.672 4.971
H13 2.864 2.364 1.948
H14 -2.272 -0.089 3.745
C9 -2.612 1.748 -0.914
H15 2.610 -3.601 -5.545
H16 -3.366 -1.493 -0.152
H17 -2.601 -3.682 2.402
H18 0.556 2.847 -1.954
H19 1.911 -1.976 -0.038
H20 -2.154 2.035 2.952
H21 -1.133 -2.711 -0.406
H22 -0.497 3.635 1.694
H23 1.709 -3.021 -3.301
C10 0.886 -2.169 0.299
H24 -0.866 -3.463 2.788
C11 -2.696 1.772 2.033
H25 -1.802 4.120 0.595
C12 3.276 0.673 -0.296
N1 1.306 0.847 4.329
N2 0.893 0.077 2.321
S1 0.486 -0.312 -2.550
H26 -3.241 2.647 -0.865
H27 -1.201 -1.441 4.090
H28 -3.459 2.546 1.864
C13 -0.125 -2.362 -0.647
H29 -4.021 -2.309 1.295
C14 0.533 -1.318 -4.018
Rh1 -0.071 -0.030 0.339
H30 3.152 -0.273 -0.833
H31 0.138 -2.468 -1.707
H32 0.807 -2.673 1.270
H33 -1.994 1.817 -1.821
C15 1.918 -2.764 -5.427
H34 1.309 1.485 5.116
C16 2.296 2.833 1.137
C17 0.640 -0.997 -6.448
P2 -1.783 -1.463 1.719
H35 2.199 -1.659 2.483
H36 -1.362 -3.858 1.143
H37 -0.578 0.192 -5.099
C18 1.381 -2.453 -4.168
H38 -4.045 -0.529 1.162
C19 -0.943 3.443 0.709
P3 1.698 1.594 -0.098
C20 1.629 -1.985 -6.553
H39 0.346 -0.449 -7.347
H40 -3.233 0.839 2.227
H41 3.667 0.471 0.709

Summary:
* energy above the lowest of the compared OMol25 structures with the same formula, charge and spin: 1.0 kcal/mol
* highest occupied orbital energy (alpha / beta): -0.547 / -0.644 hartree
* strongest force on any atom: 2.7 eV/Å
* spin multiplicity: 5
* charge: +3

Record 2
Molecular formula: C6H10O
Method: DFT, ωB97M-V with the def2-TZVPD basis set

Geometry (Å):
O1 -0.759 2.643 1.159
H1 -0.426 0.338 -1.883
C1 -1.358 1.663 1.533
C2 -0.912 0.238 1.305
H2 0.447 -1.977 -0.018
H3 1.228 -0.068 1.475
H4 1.987 -1.632 -1.961
H5 0.744 1.085 0.245
C3 1.480 -0.765 -1.547
C4 0.485 0.117 0.690
H6 -2.329 1.771 2.063
H7 -1.667 -0.208 0.638
C5 -0.010 -0.655 -1.728
C6 0.567 -0.954 -0.373
H8 2.061 0.153 -1.588
H9 -1.010 -0.303 2.256
H10 -0.528 -1.444 -2.266

Summary:
* energy above the lowest of the compared OMol25 structures with the same formula, charge and spin: 17.1 kcal/mol
* highest occupied orbital energy: -0.361 hartree
* strongest force on any atom: 0.5 eV/Å
* SMILES: O=CCCC1CC1

Record 3
Molecular formula: C5H12N2
Method: DFT, ωB97M-V with the def2-TZVPD basis set

Geometry (Å):
C1 0.899 -0.066 -0.508
H1 1.826 1.678 -0.926
C2 1.937 -0.720 0.148
H2 3.113 0.764 0.886
H3 1.658 -1.679 0.628
C3 -1.729 -0.628 0.026
N1 3.310 -0.187 0.500
H4 0.192 1.868 -0.227
C4 -2.449 0.623 0.344
H5 -1.790 1.049 1.071
H6 -2.474 -1.280 -0.423
H7 3.437 -0.760 1.371
H8 -0.254 -1.832 -0.750
H9 -0.763 -0.161 -1.797
H10 -3.412 0.332 0.778
C5 -0.492 -0.656 -0.837
H11 -2.573 1.299 -0.507
N2 0.890 1.284 -0.805
H12 -1.327 -0.929 1.026

Summary:
* energy above the lowest of the compared OMol25 structures with the same formula, charge and spin: 59.5 kcal/mol
* highest occupied orbital energy: -0.282 hartree
* strongest force on any atom: 3.4 eV/Å
* SMILES: CCC/C(N)=C/N